No. 1
Here is one molecule with the formula C17H16N2O5 from the Open Molecules 2025 dataset. Energies are from ωB97M-V with the def2-TZVPD basis set.

XYZ file:
```
40
Properties=species:S:1:pos:R:3:forces:R:3
C -5.1241 -1.5474 -1.4396 -0.0068 0.3479 0.2142
C -5.7702 -0.6454 -0.3952 -0.4246 -0.6719 -0.0840
O -5.1278 0.6191 -0.2784 0.0896 0.2755 0.2644
C -3.8340 0.7953 0.0036 0.3165 -0.0103 0.0198
C -3.3417 2.0597 -0.3773 -0.0376 -0.2072 0.0724
C -2.0198 2.3954 -0.2550 0.0937 -0.1463 0.0438
C -1.0873 1.4666 0.2246 -0.3351 -0.0283 0.0846
C 0.3444 1.8905 0.3128 -0.1793 -0.2235 -0.0114
O 0.6494 3.0567 0.4413 0.0627 0.1603 -0.0297
N 1.2289 0.8570 0.2130 -0.1567 -0.4008 -0.0244
C 2.6260 0.8897 0.2783 0.3736 0.1950 0.0744
C 3.3406 2.0502 0.5671 -0.1644 0.0744 0.0120
C 4.7224 2.0047 0.6268 0.0495 -0.1862 -0.0350
C 5.3986 0.8219 0.4024 0.0422 -0.1261 -0.0290
C 4.6949 -0.3477 0.1106 -0.0260 0.6539 0.1574
C 5.4806 -1.5890 -0.1244 -0.0477 -0.3679 -0.0922
C 4.7118 -2.8356 -0.4908 0.3131 -0.1010 -0.0031
O 6.6869 -1.5956 -0.0281 -0.0566 0.0100 -0.0048
C 3.3061 -0.3037 0.0519 0.1830 0.0476 0.0117
C -1.5525 0.2413 0.6544 -0.0023 0.1321 -0.0584
C -2.9086 -0.0903 0.5857 0.2278 0.9014 -0.4303
N -3.2507 -1.3310 1.2217 -0.1007 -0.4220 0.1892
O -4.2942 -1.3866 1.8415 -0.0310 -0.0228 0.2500
O -2.4450 -2.2386 1.1463 0.0337 -0.2482 0.0055
H -4.1414 -1.8976 -1.1322 0.0644 -0.0747 -0.0105
H -5.7571 -2.4158 -1.5957 -0.0535 -0.1078 -0.0129
H -5.0196 -1.0132 -2.3818 -0.0042 -0.0022 -0.0958
H -6.7817 -0.3769 -0.7098 0.1484 -0.0364 0.0341
H -5.8284 -1.1477 0.5772 -0.0921 0.2493 -0.3632
H -4.0576 2.7554 -0.7851 -0.0785 0.0476 -0.0726
H -1.6665 3.3735 -0.5426 0.0053 0.0966 -0.0304
H 0.8431 -0.0587 0.0279 -0.0214 0.2483 -0.0093
H 2.8120 2.9724 0.7394 -0.0155 0.0047 -0.0031
H 5.2716 2.9060 0.8525 0.0394 0.0821 0.0177
H 6.4757 0.7740 0.4465 0.0703 -0.0108 0.0004
H 4.1333 -2.6689 -1.3968 -0.1217 -0.0023 -0.0524
H 4.0338 -3.1078 0.3152 -0.1303 -0.0259 0.0349
H 5.4127 -3.6496 -0.6569 0.0087 0.0204 0.0086
H 2.7360 -1.1947 -0.1669 -0.0494 -0.1262 -0.0384
H -0.9007 -0.4875 1.1159 0.0135 0.0014 -0.0042
```
Positions in Å, forces in eV/Å.

The relative energy (zero: lowest compared OMol25 entry of this formula, charge and spin) comes out at 3.129 eV. Its energy is -1143.04334 a.u. Its frontier orbital gap is 0.30172 hartree. Its largest force on an atom is 1.02 eV/Å.

***

No. 2
Here is one molecule with the formula C16H17N3OS from the Open Molecules 2025 dataset. Energies are from ωB97M-V with the def2-TZVPD basis set.

XYZ file:
```
38
Properties=species:S:1:pos:R:3:forces:R:3
C -1.1709 -1.6134 2.6766 -0.0260 -0.0592 0.0065
C -0.1160 -1.5291 1.6248 -0.0104 -0.2516 -0.1753
C -0.0857 -2.3967 0.5367 0.2591 0.1082 -0.0207
C 0.9330 -2.2341 -0.3961 -0.4289 -0.0969 0.3286
C 1.0792 -3.0834 -1.6094 -0.0538 -0.0231 -0.0167
N 1.8300 -1.2642 -0.2446 0.3948 -0.1946 -0.2065
C 1.6812 -0.4664 0.7866 0.3077 0.1165 -0.0180
S 2.7712 0.9359 0.8422 0.2448 0.1342 0.0324
C 2.4179 1.5849 -0.8426 0.2647 -0.3362 0.2162
C 1.0671 1.1169 -1.3567 0.3060 0.3427 -0.3576
O 0.9929 0.4616 -2.3766 -0.0360 -0.0145 -0.1617
N -0.0172 1.4428 -0.6067 -0.0477 -0.0657 0.0555
C -0.0425 2.4339 0.4693 0.2311 0.5357 0.2951
C -1.4014 2.2672 1.1666 -0.0213 0.0159 0.0581
C -2.1006 1.2433 0.3260 0.0862 -0.0430 -0.1695
C -3.3613 0.7086 0.4725 0.0784 0.0008 -0.0740
C -3.7829 -0.2689 -0.4202 -0.1720 -0.0872 0.0517
C -2.9472 -0.6917 -1.4395 -0.0428 -0.0079 0.0450
C -1.6769 -0.1571 -1.5988 0.0739 -0.0648 -0.2021
C -1.2617 0.8107 -0.7012 -0.4689 -0.1476 0.0323
N 0.7774 -0.5515 1.7418 -0.1658 0.2615 0.4280
H -2.1198 -1.2753 2.2605 -0.0894 0.0059 0.0058
H -1.2931 -2.6401 3.0141 -0.0726 -0.0663 0.0591
H -0.9040 -0.9779 3.5158 -0.0052 0.0131 0.0482
H -0.8339 -3.1640 0.4205 -0.0932 -0.0948 -0.0238
H 2.0142 -3.6387 -1.5589 0.0439 -0.0588 -0.0082
H 0.2477 -3.7750 -1.7088 -0.0287 -0.0863 -0.0603
H 1.1336 -2.4327 -2.4805 -0.0158 0.0223 -0.0781
H 2.4781 2.6696 -0.7603 -0.0299 0.0469 -0.0172
H 3.1827 1.2157 -1.5244 -0.2180 0.1125 -0.0426
H 0.0649 3.4315 0.0299 -0.0281 -0.0521 0.0940
H 0.7783 2.2680 1.1686 -0.1269 0.0506 -0.1370
H -1.2781 1.9052 2.1888 0.0279 0.0429 0.0093
H -1.9576 3.2047 1.2045 0.0421 -0.0009 0.0277
H -4.0077 1.0432 1.2706 -0.0758 0.0311 0.0867
H -4.7680 -0.6989 -0.3174 -0.0931 -0.0369 -0.0061
H -3.2866 -1.4505 -2.1286 -0.0359 -0.0645 -0.0711
H -1.0294 -0.4850 -2.3938 0.0254 0.0121 -0.0339
```
Positions in Å, forces in eV/Å.

The relative energy (zero: lowest compared OMol25 entry of this formula, charge and spin) comes out at 0.000 eV. Its energy is -1257.63438 a.u. Its frontier orbital gap is 0.32717 hartree. Its largest force on an atom is 0.65 eV/Å.

***

No. 3
Here is C6H7INO2S as an isolated structure from the Open Molecules 2025 dataset. Energies are from ωB97M-V with the def2-TZVPD basis set.

XYZ file:
```
18
Properties=species:S:1:pos:R:3:forces:R:3
C 2.3211 -0.3704 0.6101 -3.4090 0.9247 5.3435
C 2.5385 0.1401 -0.8071 0.7430 0.5144 -0.8255
C 0.7878 -0.2505 2.6908 0.9693 -0.6848 -1.1862
C -1.3003 -0.3137 0.4864 -0.6503 0.6641 0.6800
C -1.8910 0.4809 -1.9258 1.4910 -0.7634 0.2862
C -0.8456 0.3326 -0.7828 -0.5996 0.8737 0.1648
N 1.6552 -0.2229 1.6177 2.9030 -0.8590 -3.4701
O 3.0783 1.2569 -0.7512 -0.4325 -0.8344 -0.4067
O 2.1297 -0.6470 -1.6569 0.2675 0.4726 -0.0759
S -1.0617 0.3148 1.9722 -0.7880 0.4558 -0.5664
I -2.2686 -2.1659 0.2874 -0.0658 -0.6293 -0.0497
H 0.5123 -1.2943 2.8388 0.2588 0.2887 0.8489
H 1.1121 0.4316 3.4774 -0.2682 -0.4783 0.1139
H -1.9792 -0.5243 -2.3103 -0.4740 -0.4944 -0.1926
H -1.4576 1.0235 -2.8434 -1.1508 0.0368 1.7316
H -2.8251 0.6996 -1.3824 0.0381 0.7524 -1.1238
H -0.5131 1.3020 -0.4111 0.1318 0.2569 -0.3470
H 0.0071 -0.1934 -1.1098 1.0357 -0.4965 -0.9249
```
Positions in Å, forces in eV/Å.

The relative energy (zero: lowest compared OMol25 entry of this formula, charge and spin) comes out at 1.706 eV. Its energy is -1133.88418 a.u. Its total charge is -1. Its frontier orbital gap (alpha / beta) is 0.22510 / 0.22523 hartree. Its largest force on an atom is 6.41 eV/Å.